# 1
Molecular formula: C4H5CuLiO2
Method: DFT, the ωB97M-V functional and the def2-TZVPD basis

Last column: natural (NBO) charge in e.
Atoms and positions in Å:
H (-0.98, 0.43, -4.96)  -0.527
C (-0.27, -0.89, -0.88)  0.376
C (0.36, 0.39, -0.46)  -0.140
C (0.43, 0.87, 0.79)  -0.290
C (-0.01, 0.16, 2.00)  0.450
O (0.17, 0.64, 3.11)  -0.709
Li (-0.12, 0.32, 4.92)  0.989
H (-0.75, -1.52, -0.11)  0.138
H (0.85, 0.94, -1.27)  0.261
H (0.90, 1.83, 0.97)  0.254
H (-0.48, -0.84, 1.90)  0.152
O (-0.14, -1.30, -2.01)  -0.544
Cu (0.04, -1.02, -4.01)  0.590

Electronic energy   -1953.55035 a.u.
Spin multiplicity   1
Kohn-Sham gap (alpha / beta)   4.3 / 4.3 eV
HOMO level (alpha / beta)   -9.86 / -9.85 eV
ΔE to the lowest compared entry with this formula, charge and spin   86.5 kJ/mol
LUMO level (alpha / beta)   -5.58 / -5.59 eV
Net charge   +1



# 2
Molecular formula: C4H5F3
Method: DFT, the ωB97M-V functional and the def2-TZVPD basis

Last column: natural (NBO) charge in e.
Atoms and positions in Å:
C (1.03, -0.79, 0.72)  -0.345
C (2.03, -0.11, 0.27)  0.146
C (-1.39, 0.08, -0.94)  -0.719
C (-0.94, 0.43, 0.52)  0.813
F (3.35, -0.57, 0.09)  -0.359
F (-0.43, 1.66, 0.66)  -0.337
F (-1.86, 0.14, 1.39)  -0.310
H (0.74, -1.64, 1.33)  0.220
H (1.94, 0.81, -0.23)  0.173
H (-2.28, -0.69, -0.79)  0.239
H (-1.62, 0.97, -1.48)  0.232
H (-0.57, -0.32, -1.56)  0.246

Electronic energy   -454.85966 a.u.
Spin multiplicity   1
Kohn-Sham gap   9.6 eV
HOMO level   -9.28 eV
ΔE to the lowest compared entry with this formula, charge and spin   315.3 kJ/mol
LUMO level   0.34 eV



# 3
Molecular formula: C4H5FN2
Method: DFT, the ωB97M-V functional and the def2-TZVPD basis

Last column: natural (NBO) charge in e.
Atoms and positions in Å:
C (2.28, 0.06, -0.08)  0.259
C (-0.37, -0.56, -0.03)  0.075
C (1.43, 1.17, -0.18)  -0.550
C (-0.05, 0.81, 0.52)  0.192
N (2.89, -0.87, 0.12)  -0.300
N (-0.48, -1.53, 0.73)  -0.543
F (-0.90, 1.79, 0.03)  -0.349
H (-0.81, -0.44, -1.05)  0.164
H (1.93, 2.09, 0.03)  0.260
H (1.14, 1.19, -1.22)  0.245
H (0.09, 0.95, 1.66)  0.204
H (-0.95, -2.25, 0.32)  0.342

Electronic energy   -364.72903 a.u.
Spin multiplicity   1
Kohn-Sham gap   11.4 eV
SMILES string   [H]/N=C/[C@H](F)CC#N
HOMO level   -10.65 eV
ΔE to the lowest compared entry with this formula, charge and spin   195.1 kJ/mol
LUMO level   0.72 eV



# 4
Molecular formula: C4H5FN2
Method: DFT, the ωB97M-V functional and the def2-TZVPD basis

Last column: natural (NBO) charge in e.
Atoms and positions in Å:
C (-0.33, 0.08, 0.74)  -0.401
C (0.03, 0.92, -0.45)  -0.415
C (0.73, -0.42, -0.22)  -0.295
C (2.22, -0.46, 0.06)  0.339
N (3.85, -0.23, -1.67)  -0.004
N (3.11, -0.15, -0.82)  -0.018
F (2.65, -0.32, 1.39)  -0.333
H (0.04, 0.24, 1.73)  0.246
H (-1.16, -0.48, 0.41)  0.229
H (-0.72, 0.99, -1.31)  0.211
H (0.62, 1.84, -0.56)  0.227
H (0.36, -1.09, -0.92)  0.216

Electronic energy   -364.64855 a.u.
Spin multiplicity   1
Kohn-Sham gap   8.6 eV
HOMO level   -8.17 eV
ΔE to the lowest compared entry with this formula, charge and spin   406.4 kJ/mol
LUMO level   0.45 eV



# 5
Molecular formula: C4H5FO
Method: DFT, the ωB97M-V functional and the def2-TZVPD basis

Last column: natural (NBO) charge in e.
Atoms and positions in Å:
C (-0.88, 0.12, 0.28)  0.141
C (-0.06, -1.15, 0.09)  -0.107
C (1.25, 0.60, -0.37)  0.189
C (0.12, 1.20, 0.03)  -0.382
H (-1.45, 0.19, 1.22)  0.179
H (-0.48, -1.81, -0.68)  0.215
H (0.01, -1.69, 1.02)  0.190
H (2.20, 0.99, -0.67)  0.203
H (-0.03, 2.25, 0.20)  0.231
O (1.19, -0.74, -0.42)  -0.478
F (-1.86, 0.04, -0.71)  -0.381

Electronic energy   -330.48337 a.u.
Spin multiplicity   1
Kohn-Sham gap   10.2 eV
SMILES string   F[C@@H]1C=COC1
HOMO level   -9.16 eV
ΔE to the lowest compared entry with this formula, charge and spin   11.5 kJ/mol
LUMO level   1.00 eV



# 6
Molecular formula: C4H5FO
Method: DFT, the ωB97M-V functional and the def2-TZVPD basis

Last column: natural (NBO) charge in e.
Atoms and positions in Å:
C (-1.85, 0.05, 0.13)  0.185
C (-0.83, 0.90, 0.19)  0.022
C (1.19, 0.10, -0.69)  0.155
C (1.50, -0.77, 0.29)  -0.527
H (-2.65, -0.04, 0.88)  0.181
H (-0.83, 1.71, 0.92)  0.194
H (1.86, 0.16, -1.48)  0.184
H (0.92, -0.92, 1.19)  0.208
H (2.42, -1.29, 0.16)  0.213
O (0.13, 0.98, -0.78)  -0.493
F (-1.85, -0.89, -0.82)  -0.323

Electronic energy   -330.44106 a.u.
Spin multiplicity   1
Kohn-Sham gap   10.2 eV
SMILES string   C=CO/C=C\F
HOMO level   -9.18 eV
ΔE to the lowest compared entry with this formula, charge and spin   122.6 kJ/mol
LUMO level   1.04 eV